Here is the molecule C4H7NOS2 from the Open Molecules 2025 dataset. Energies are from wB97M-V/def2-TZVPD.

Results
E_LUMO, eV: 0.8
HOMO level, eV: -8.29
M, g/mol: 149.2
Largest force on an atom, eV/Å: 4.978
ΔE to the lowest compared entry with this formula, charge and spin, eV: 3.285
Frontier orbital gap, Ha: 0.3339
Calculated total energy, eV: -29466.50551

Last column: Löwdin charge in e.
Geometry (Å):
C1 0.48907 0.19033 -1.60588  -0.25
C2 1.79772 0.87344 -1.18749  -0.43
C3 0.79699 -0.81399 0.55032  -0.65
C4 -2.13576 -0.53480 1.08707  -0.25
N1 0.03641 -0.77894 -0.95628  0.02
O1 -0.40881 1.52080 1.57044  -0.58
S1 2.18761 0.19451 0.42970  0.87
S2 -0.56960 0.09359 1.84698  0.82
H1 -0.05120 0.52819 -2.45261  0.10
H2 2.42123 0.64413 -2.06355  0.08
H3 1.86708 1.99989 -1.05934  0.10
H4 0.73793 -1.91543 0.83414  0.08
H5 -2.72934 -1.12937 1.94046  0.10
H6 -1.79958 -1.17954 0.31982  -0.01
H7 -2.63972 0.30719 0.74623  0.01



Here is the molecule C4H7NS from the Open Molecules 2025 dataset. Energies are from wB97M-V/def2-TZVPD.

Results
E_LUMO, eV: 0.8
HOMO level, eV: -8.13
M, g/mol: 101.2
Largest force on an atom, eV/Å: 2.912
ΔE to the lowest compared entry with this formula, charge and spin, eV: 0.257
Frontier orbital gap, Ha: 0.3293
Calculated total energy, eV: -16586.67384
SMILES string: S=C1CCCN1

Last column: Löwdin charge in e.
Geometry (Å):
S1 2.24857 0.74753 1.82976  0.61
C1 0.99936 0.45090 0.83677  -0.88
C2 1.01907 -0.72353 -0.21408  -0.14
C3 -0.48181 -0.71665 -0.84220  -0.11
C4 -1.21670 0.51274 -0.15549  -0.15
N1 -0.19305 1.06161 0.71740  -0.01
H1 1.82454 -0.64682 -0.97441  0.11
H2 1.25161 -1.56113 0.39310  0.07
H3 -0.98638 -1.62816 -0.53859  0.09
H4 -0.42375 -0.68407 -1.92800  0.09
H5 -1.54086 1.25191 -0.88592  0.11
H6 -2.02392 0.17483 0.42207  0.09
H7 -0.47668 1.76083 1.33959  0.11



Here is the molecule C4H7NS from the Open Molecules 2025 dataset. Energies are from wB97M-V/def2-TZVPD.

Results
E_LUMO, eV: 0.7
HOMO level, eV: -8.62
M, g/mol: 101.2
Largest force on an atom, eV/Å: 3.733
ΔE to the lowest compared entry with this formula, charge and spin, eV: 4.805
Frontier orbital gap, Ha: 0.3439
Calculated total energy, eV: -16582.12668
SMILES string: C1NC[C@@H]2S[C@@H]12

Last column: Löwdin charge in e.
Geometry (Å):
C1 0.22598 -1.27891 0.34632  -0.17
N1 -1.19623 -0.53360 0.04016  -0.08
C2 -1.00098 1.01374 -0.01888  -0.15
C3 0.57973 0.98143 0.27632  -0.49
S1 2.30709 0.99331 -0.42946  0.82
C4 1.10068 -0.38998 -0.43873  -0.55
H1 0.08415 -2.28750 -0.01381  0.10
H2 0.66202 -1.11577 1.36767  0.12
H3 -1.52160 -0.99333 -0.81692  0.07
H4 -1.43470 1.47478 0.89855  0.09
H5 -1.47631 1.35431 -1.07643  0.15
H6 0.73106 1.02065 1.33882  0.06
H7 0.93913 -0.23913 -1.47360  0.04



Here is the molecule C4H7NS from the Open Molecules 2025 dataset. Energies are from wB97M-V/def2-TZVPD.

Results
E_LUMO, eV: 0.5
HOMO level, eV: -8.44
M, g/mol: 101.2
Largest force on an atom, eV/Å: 1.127
ΔE to the lowest compared entry with this formula, charge and spin, eV: 1.730
Frontier orbital gap, Ha: 0.3273
Calculated total energy, eV: -16585.20128
SMILES string: C/C=C\C=N\S

Last column: Löwdin charge in e.
Geometry (Å):
C1 1.12544 1.20329 0.07484  -0.12
C2 1.48555 -0.26602 -0.07325  -0.13
C3 0.60497 -1.27405 -0.00735  -0.13
C4 -0.81462 -1.06020 0.06838  -0.32
N1 -1.38553 0.08046 -0.09831  -0.37
S1 -3.10677 0.01564 0.02034  0.70
H1 0.69917 1.39381 1.08194  0.09
H2 0.48020 1.56541 -0.75795  0.08
H3 2.02385 1.79006 -0.00783  0.05
H4 2.55361 -0.54322 -0.14641  0.10
H5 0.96467 -2.30679 -0.08167  0.10
H6 -1.42742 -1.92993 0.21770  0.08
H7 -3.20310 1.33153 -0.29043  -0.14



Here is the molecule C4H7NS from the Open Molecules 2025 dataset. Energies are from wB97M-V/def2-TZVPD.

Results
E_LUMO, eV: -0.1
HOMO level, eV: -8.49
M, g/mol: 101.2
Largest force on an atom, eV/Å: 5.487
ΔE to the lowest compared entry with this formula, charge and spin, eV: 3.252
Frontier orbital gap, Ha: 0.3077
Calculated total energy, eV: -16583.67914
SMILES string: S=CC[C@H]1CN1

Last column: Löwdin charge in e.
Geometry (Å):
S1 0.46901 -0.63071 -3.43423  0.57
C1 -0.16682 -0.33003 -1.88051  -0.65
C2 0.33729 0.58455 -0.85883  -0.26
C3 0.47390 -0.07972 0.48218  -0.29
C4 -0.13357 0.39500 1.76701  -0.17
N1 -0.81018 -0.66030 1.08511  0.04
H1 -0.89731 -1.09066 -1.55769  0.05
H2 -0.72740 0.98371 -0.64383  0.14
H3 0.91441 1.49213 -1.25579  0.15
H4 1.38756 -0.68720 0.56464  0.14
H5 -0.72173 1.39763 1.77744  0.14
H6 0.58418 0.14357 2.52843  0.10
H7 -0.70935 -1.51798 1.42607  0.03



Here is the molecule C4H7NS from the Open Molecules 2025 dataset. Energies are from wB97M-V/def2-TZVPD.

Results
E_LUMO, eV: 0.2
HOMO level, eV: -8.45
M, g/mol: 101.2
Largest force on an atom, eV/Å: 6.208
ΔE to the lowest compared entry with this formula, charge and spin, eV: 2.730
Frontier orbital gap, Ha: 0.3180
Calculated total energy, eV: -16584.20105
SMILES string: C=C(C)NC=S

Last column: Löwdin charge in e.
Geometry (Å):
C1 1.42155 0.37617 1.08539  0.05
C2 0.50128 0.00034 0.18178  -0.44
C3 0.63813 -0.83702 -0.95446  -0.08
N1 -0.73343 0.57930 0.47660  -0.06
C4 -1.89749 0.51861 -0.22214  -0.71
S1 -2.37504 0.24820 -1.82366  0.54
H1 2.34234 -0.31199 0.95743  0.09
H2 1.24288 1.00813 1.96677  0.07
H3 0.58167 -0.30971 -1.78141  0.02
H4 1.66312 -1.20932 -0.85728  0.09
H5 0.14118 -1.85899 -1.11141  0.13
H6 -0.70953 1.15365 1.38517  0.17
H7 -2.81665 0.64263 0.69722  0.14



Here is the molecule C4H7NS from the Open Molecules 2025 dataset. Energies are from wB97M-V/def2-TZVPD.

Results
E_LUMO, eV: 0.3
HOMO level, eV: -8.58
M, g/mol: 101.2
Largest force on an atom, eV/Å: 8.599
ΔE to the lowest compared entry with this formula, charge and spin, eV: 4.102
Frontier orbital gap, Ha: 0.3279
Calculated total energy, eV: -16582.82911
SMILES string: CC/N=C1/CS1

Last column: Löwdin charge in e.
Geometry (Å):
C1 -0.01992 1.13768 -0.55198  -0.14
C2 -0.98048 0.90186 0.58054  -0.34
N1 -0.50295 -0.16955 1.42417  0.03
C3 0.53574 -1.17200 0.95297  -0.61
C4 1.35529 -2.26635 1.43967  -0.32
S1 1.51651 -1.67638 -0.35639  0.86
H1 0.98253 0.98198 -0.24777  0.03
H2 -0.38864 0.65475 -1.44977  0.07
H3 0.03337 2.21500 -0.85686  0.09
H4 -1.92276 0.83695 0.14361  0.08
H5 -1.24812 1.60755 1.32902  0.09
H6 2.10107 -2.05009 2.18200  0.07
H7 1.08333 -3.36900 1.36530  0.09



Here is the molecule C4H7NS from the Open Molecules 2025 dataset. Energies are from wB97M-V/def2-TZVPD.

Results
E_LUMO, eV: 0.9
HOMO level, eV: -8.41
M, g/mol: 101.2
Largest force on an atom, eV/Å: 5.217
ΔE to the lowest compared entry with this formula, charge and spin, eV: 2.682
Frontier orbital gap, Ha: 0.3408
Calculated total energy, eV: -16584.24913

Last column: Löwdin charge in e.
Geometry (Å):
C1 0.29218 1.41926 -0.21996  -0.14
C2 0.94364 0.01301 -0.25925  -0.22
C3 0.07848 -0.94357 0.52951  -0.06
C4 -1.47880 0.38122 0.75324  -0.63
N1 -0.89230 1.50733 0.21468  -0.06
S1 -2.79798 -0.18961 -0.31218  0.69
H1 0.86067 2.22763 -0.63335  0.10
H2 1.14287 -0.29929 -1.37927  0.14
H3 1.92637 0.26993 0.21820  0.11
H4 -0.17382 -1.74173 -0.12908  0.06
H5 0.34774 -1.12828 1.48687  0.03
H6 -1.87410 0.62973 1.81149  0.11
H7 -2.87789 -1.32451 0.43181  -0.13